11
Properties=species:S:1:pos:R:3:forces:R:3:nbo_charge:R:1 method="wB97M-V/def2-TZVPD" homo_energy_ha=-0.0953 charge=-1 lumo_energy_ev=4.2589 relative_energy_kcal_mol=10.88
O -3.140 1.502 1.311 0.263 0.283 0.104 -1.00
H -2.309 1.148 0.903 -0.211 -0.074 -0.019 0.50
C 1.150 -1.296 -0.879 -0.606 -0.794 0.135 -0.64
C 1.060 0.152 -0.380 -0.351 -0.774 1.349 -0.52
S -0.298 0.281 0.869 0.314 0.156 0.003 -0.74
H 0.266 -1.861 -0.575 -0.166 0.316 0.453 0.22
H 1.960 -1.777 -0.326 0.221 -0.215 -0.454 0.19
H 1.131 -1.579 -1.939 0.824 0.744 -0.228 0.18
H 1.987 0.371 0.146 0.161 0.055 0.033 0.17
H 0.959 0.935 -1.084 -0.296 0.472 -1.231 0.18
H -2.768 2.123 1.953 -0.154 -0.171 -0.144 0.45